1.
Formula: C3H7NO2
Source: the Open Molecules 2025 dataset
Level of theory: the ωB97M-V functional and the def2-TZVPD basis

XYZ file:
```
13
Properties=species:S:1:pos:R:3
H -0.1528 -1.5911 -2.1036
N -0.2707 -0.8243 -1.4480
C -0.8630 0.1513 -2.0074
O -1.1730 1.2872 -1.4018
H -1.1886 0.1772 -3.0498
H -0.9255 1.2400 -0.4482
C 0.6997 -0.7133 1.4674
C 0.6158 0.7746 1.5543
O -0.2996 1.4540 1.1292
H 1.5680 -1.0792 2.0165
H -0.2201 -1.1687 1.8482
H 0.7441 -0.9989 0.4065
H 1.4658 1.2910 2.0367
```

Results
F_max in eV Å⁻¹: 0.522
Total energy in eV: -8809.0289
Energy above the lowest of the compared OMol25 structures with the same formula, charge and spin in eV: 1.5000
Lowest unoccupied orbital energy in eV: 0.92
SMILES string: [H]/N=C/O.CC=O
Kohn-Sham gap in eV: 11.02

Löwdin atomic charge list, values in e, 5 entries:
1. H 0.050
2. N 0.082
3. C -0.358
4. O 0.037
5. H 0.124

2.
Formula: C39H39N4O2PRu
Source: the Open Molecules 2025 dataset
Level of theory: the ωB97M-V functional and the def2-TZVPD basis

XYZ file:
```
86
Properties=species:S:1:pos:R:3
Ru -0.6632 0.2169 0.7558
O -1.2182 -1.5604 0.5303
C -0.5685 -2.7471 1.0195
C -0.4017 -2.5361 2.5262
C 0.6382 -1.5152 2.9149
C 1.7029 -1.9101 3.7020
C 2.6123 -0.9700 4.1487
C 2.4038 0.3576 3.8317
C 1.3338 0.7195 3.0330
C 1.0677 2.1812 2.7761
C 0.9893 2.6208 1.3112
O -0.2203 2.0290 0.8051
C 0.8087 4.1318 1.2255
C 1.8051 4.9755 0.7531
C 1.6045 6.3521 0.7253
C 0.4086 6.8938 1.1628
C -0.5940 6.0554 1.6340
C -0.3930 4.6850 1.6665
C 2.1659 2.1229 0.4866
C 1.9984 1.7893 -0.8541
C 3.0716 1.3768 -1.6328
C 4.3391 1.2897 -1.0755
C 4.5203 1.6207 0.2599
C 3.4430 2.0347 1.0313
N 0.4878 -0.2193 2.5459
C -1.5001 -3.8910 0.6665
C -1.6326 -4.2245 -0.6817
C -2.5024 -5.2218 -1.0856
C -3.2544 -5.9098 -0.1383
C -3.1250 -5.5907 1.2013
C -2.2513 -4.5832 1.6036
C 0.8030 -2.9133 0.3734
C 1.4466 -4.1462 0.4262
C 2.7387 -4.2913 -0.0573
C 3.4113 -3.2063 -0.6052
C 2.7826 -1.9720 -0.6696
C 1.4888 -1.8423 -0.1838
H -0.1240 -3.4795 2.9941
H -1.3688 -2.2321 2.9350
H 1.8032 -2.9530 3.9671
H 3.4574 -1.2655 4.7561
H 3.0615 1.1277 4.2098
H 1.8227 2.7678 3.2968
H 0.1064 2.4459 3.2236
H 2.7452 4.5732 0.3992
H 2.3901 6.9988 0.3581
H 0.2560 7.9644 1.1404
H -1.5297 6.4722 1.9825
H -1.1803 4.0392 2.0364
H 1.0192 1.8920 -1.3049
H 2.9248 1.1393 -2.6793
H 5.1811 0.9769 -1.6782
H 5.5058 1.5650 0.7023
H 3.6152 2.3121 2.0637
H -1.0112 -3.7214 -1.4158
H -2.5791 -5.4847 -2.1329
H -3.9250 -6.7005 -0.4462
H -3.7002 -6.1268 1.9440
H -2.1760 -4.3564 2.6588
H 0.9288 -5.0037 0.8409
H 3.2213 -5.2583 -0.0093
H 4.4186 -3.3231 -0.9815
H 3.2937 -1.1124 -1.0819
H 1.0309 -0.8525 -0.2431
C -4.0398 1.6375 -3.1296
N -3.9575 0.2007 -2.7795
C -3.3577 -0.6132 -3.8315
N -2.0121 -0.0551 -3.8730
C -2.0019 1.3737 -4.2514
N -2.6985 2.1858 -3.2632
C -1.9871 2.2352 -1.9827
P -1.7734 0.5564 -1.2583
C -3.5312 -0.0732 -1.4389
C -1.1700 -0.3774 -2.7483
H -4.5923 2.1553 -2.3485
H -4.5722 1.7267 -4.0745
H -3.8713 -0.4553 -4.7755
H -3.3487 -1.6658 -3.5596
H -2.4953 1.4731 -5.2167
H -0.9675 1.7002 -4.3425
H -2.5240 2.8616 -1.2681
H -1.0077 2.6968 -2.1126
H -4.1544 0.4739 -0.7287
H -3.5579 -1.1393 -1.2100
H -1.1712 -1.4459 -2.5307
H -0.1429 -0.0583 -2.9441
```

Results
⟨S²⟩: 6.023
F_max in eV Å⁻¹: 0.375
Total energy in eV: -62986.9866
Lowest unoccupied orbital energy (alpha / beta) in eV: -7.00 / -8.94
2S+1: 5
Total charge: +2
Kohn-Sham gap (alpha / beta) in eV: 6.49 / 4.55

Löwdin atomic charge list, values in e, 5 entries:
1. Ru 1.313
2. O -0.376
3. C -0.432
4. C -0.057
5. C -0.227

3.
Formula: C23H23N5O6S2
Source: the Open Molecules 2025 dataset
Level of theory: the ωB97M-V functional and the def2-TZVPD basis

XYZ file:
```
59
Properties=species:S:1:pos:R:3
C -6.7640 -1.0867 0.3963
O -5.9890 0.0385 0.0588
C -4.6811 -0.1508 -0.2542
C -4.0303 -1.3735 -0.2195
C -2.6823 -1.4432 -0.5409
C -1.9638 -2.7495 -0.4930
O -2.3472 -3.7724 -1.0171
N -0.8066 -2.6690 0.2137
C 0.1570 -3.7442 0.2823
C 1.5159 -3.1625 0.1759
N 2.4783 -3.2429 1.0318
N 3.4818 -2.4568 0.5981
C 3.0697 -1.9158 -0.5068
S 3.8923 -0.7765 -1.5030
C 5.1699 -0.2413 -0.3036
C 5.3825 1.2445 -0.4389
O 6.4128 1.7379 -0.8214
N 4.3118 2.0595 -0.1333
C 3.0972 1.7581 0.4104
N 2.7536 0.6571 0.9608
C 1.4612 0.6858 1.4044
C 0.8035 -0.3422 2.0716
C -0.5178 -0.1641 2.4299
C -1.2110 1.0178 2.1483
C -2.6408 1.1602 2.5632
C -0.5514 2.0599 1.5142
C 0.7719 1.8912 1.1518
S 1.8396 3.0193 0.3577
O 1.8299 -2.3215 -0.8477
C -1.9950 -0.3046 -0.9293
C -2.6368 0.9273 -0.9966
O -1.9859 2.0745 -1.3746
C -0.7787 1.9493 -2.0881
C -3.9904 1.0182 -0.6428
O -4.7389 2.1554 -0.5914
C -4.4357 3.2448 -1.4351
H -7.7691 -0.7064 0.5703
H -6.3979 -1.5700 1.3081
H -6.7885 -1.8186 -0.4170
H -4.5436 -2.2809 0.0510
H -0.5816 -1.8072 0.6909
H 0.0965 -4.2958 1.2272
H -0.0644 -4.4260 -0.5462
H 4.7942 -0.5139 0.6815
H 6.1011 -0.7580 -0.5306
H 4.4733 3.0390 -0.3417
H 1.3388 -1.2480 2.3117
H -1.0350 -0.9544 2.9549
H -2.6975 1.3915 3.6273
H -3.1829 0.2332 2.3900
H -3.1313 1.9575 2.0124
H -1.0623 2.9852 1.3004
H -0.9546 -0.3851 -1.2001
H -0.8932 1.2959 -2.9580
H -0.5295 2.9566 -2.4189
H 0.0320 1.5712 -1.4586
H -5.3052 3.8992 -1.3770
H -3.5474 3.7853 -1.1008
H -4.2924 2.9240 -2.4698
```

Results
F_max in eV Å⁻¹: 1.674
Total energy in eV: -65629.9513
Energy above the lowest of the compared OMol25 structures with the same formula, charge and spin in eV: 0.0000
Lowest unoccupied orbital energy in eV: 0.23
SMILES string: COc1cc(C(=O)NCc2nnc(SCC(=O)Nc3nc4ccc(C)cc4s3)o2)cc(OC)c1OC
Kohn-Sham gap in eV: 8.56

Löwdin atomic charge list, values in e, 5 entries:
1. C -0.076
2. O -0.059
3. C -0.195
4. C 0.043
5. C -0.134

4.
Formula: C4H9N2
Source: the Open Molecules 2025 dataset
Level of theory: the ωB97M-V functional and the def2-TZVPD basis

XYZ file:
```
15
Properties=species:S:1:pos:R:3
C 1.2846 -1.5015 0.7634
C -0.0002 -0.9970 0.6461
N -1.1225 -0.6959 0.9506
N -0.5979 0.2749 -0.0251
C -0.9218 0.1497 -1.4513
C -0.1854 1.5425 0.4126
H 1.2107 -2.5238 0.3020
H 1.6978 -1.4827 1.8100
H 1.9850 -0.7792 0.2485
H -0.2061 0.8633 -1.9150
H -0.7431 -0.9037 -1.6340
H -1.9131 0.4433 -1.7394
H -0.7560 2.2803 -0.2235
H -0.5881 1.7202 1.4935
H 0.8561 1.6096 0.3615
```

Results
F_max in eV Å⁻¹: 4.812
Total energy in eV: -7263.6778
Energy above the lowest of the compared OMol25 structures with the same formula, charge and spin in eV: 4.4640
Lowest unoccupied orbital energy in eV: -3.92
SMILES string: CC1=N[N+]1(C)C
Total charge: +1
Kohn-Sham gap in eV: 11.82

Löwdin atomic charge list, values in e, 5 entries:
1. C 0.031
2. C -0.226
3. N 0.316
4. N -0.272
5. C 0.037

5.
Formula: C16H17N3O3S2
Source: the Open Molecules 2025 dataset
Level of theory: the ωB97M-V functional and the def2-TZVPD basis

XYZ file:
```
41
Properties=species:S:1:pos:R:3
C -0.6291 -3.2071 -1.2807
C -0.2505 -2.0220 -0.5594
C 0.5915 -1.1001 -1.4611
S 0.1783 -0.9461 -3.2179
C 1.6219 0.1366 -3.2487
N 1.8342 0.7844 -4.4157
C 2.7026 1.7437 -4.4500
N 2.9646 2.2746 -5.6462
N 3.5127 2.0438 -3.3453
C 3.2344 1.3812 -2.1580
O 4.0981 1.5269 -1.3071
C 2.2310 0.4010 -2.0986
C 1.6677 -0.4273 -0.9955
S 2.0163 -0.1292 0.7131
C 0.6097 0.2732 1.5648
C 0.6904 0.0163 2.9221
C -0.5061 0.0709 3.7319
O -0.5187 -0.4807 4.9940
C -1.7213 -0.4255 5.7470
C -1.7864 0.4634 3.1126
C -1.7747 0.9563 1.7618
O -2.9616 1.4368 1.2477
C -3.7853 0.3730 0.7557
C -0.6015 0.8131 0.9917
H 0.3116 -3.7286 -1.6462
H -1.1648 -3.8711 -0.6303
H -1.3075 -3.1195 -2.2420
H 0.1711 -2.1582 0.4165
H -1.1483 -1.4497 -0.4164
H 2.4740 1.8681 -6.4827
H 2.8860 3.3536 -5.6023
H 4.4307 2.4864 -3.4313
H 1.6602 -0.1016 3.4546
H -2.0726 0.6021 5.7049
H -2.5696 -0.9177 5.3951
H -1.6527 -0.7446 6.8257
H -2.7123 0.5646 3.6872
H -3.1075 -0.3442 0.3114
H -4.3358 0.8171 -0.0730
H -4.4317 -0.1366 1.4236
H -0.8491 0.9227 -0.0533
```

Results
F_max in eV Å⁻¹: 4.629
Total energy in eV: -49148.4862
Energy above the lowest of the compared OMol25 structures with the same formula, charge and spin in eV: 4.0289
Lowest unoccupied orbital energy in eV: 0.43
SMILES string: CCc1sc2nc(N)[nH]c(=O)c2c1Sc1cc(OC)cc(OC)c1
Kohn-Sham gap in eV: 8.11

Löwdin atomic charge list, values in e, 5 entries:
1. C -0.166
2. C -0.297
3. C -0.488
4. S 1.075
5. C -0.509

6.
Formula: C7H10
Source: the Open Molecules 2025 dataset
Level of theory: the ωB97M-V functional and the def2-TZVPD basis

XYZ file:
```
17
Properties=species:S:1:pos:R:3
C -2.2616 -1.1846 0.0246
C -1.7877 -0.3556 -0.7214
C -0.8686 0.6358 -1.2992
C -0.1693 1.0035 0.0291
C 1.2212 1.2409 0.8470
C 0.4446 -0.0751 0.8413
C 1.3137 -1.0752 0.0549
H -2.9300 -1.9742 0.2701
H -0.2343 0.1474 -2.0451
H -1.4134 1.4569 -1.7920
H -0.9009 1.5761 0.6131
H 1.0407 2.1132 1.4669
H 2.3145 1.1958 0.6201
H -0.3793 -0.6642 1.4975
H 2.3226 -1.1655 0.4828
H 0.8192 -2.0392 0.1207
H 1.4685 -0.8360 -1.0104
```

Results
F_max in eV Å⁻¹: 3.152
Total energy in eV: -7416.4292
Energy above the lowest of the compared OMol25 structures with the same formula, charge and spin in eV: 4.6055
Lowest unoccupied orbital energy in eV: 1.08
SMILES string: C#CC[C@@H]1C[C@@H]1C
Kohn-Sham gap in eV: 10.58

Löwdin atomic charge list, values in e, 5 entries:
1. C 0.102
2. C -0.147
3. C -0.152
4. C -0.255
5. C -0.029

- Among the records above, which one has the highest F_max?
  C4H9N2